Formula: C10H10N3O2
Source: the OMol25 dataset
Level of theory: ωB97M-V with the def2-TZVPD basis set

```
! wB97M-V def2-TZVPD RIJCOSX def2/J DEFGRID3
* xyz 1 1
C 3.44 1.40 0.33
O 2.65 0.88 -0.73
C 1.85 -0.06 -0.51
N 2.14 -1.06 0.36
N 1.13 -1.74 0.78
C -0.19 -1.80 0.64
C -0.97 -0.75 -0.07
C -2.37 -0.96 -0.25
C -3.30 0.07 -0.31
C -2.82 1.44 -0.20
C -1.47 1.68 0.09
C -0.60 0.62 0.46
O 0.42 0.70 1.13
C -0.12 -0.91 -1.44
N 1.00 -0.43 -1.45
H 4.21 0.67 0.49
H 2.79 1.40 1.27
H 3.77 2.31 -0.10
H 1.62 -2.37 1.39
H -0.70 -2.58 1.16
H -2.80 -1.91 -0.49
H -4.36 -0.28 -0.25
H -3.46 2.29 -0.42
H -1.11 2.69 0.28
H -0.76 -1.32 -2.16
*
```

Summary:
SMILES string	COC1=N[NH+]=C[C@]2(C=CC=CC2=O)C=N1
orbital gap	8.3981	eV
LUMO energy	-0.16880	Ha


Formula: EuFHMgNO3S2
Source: the OMol25 dataset
Level of theory: ωB97M-V with the def2-TZVPD basis set

```
! wB97M-V def2-TZVPD RIJCOSX def2/J DEFGRID3
* xyz 0 9
Eu 2.54 -3.26 0.67
N 0.07 -0.72 -0.81
S 1.02 -2.01 -1.61
S -0.36 -0.94 0.68
O -0.86 2.09 0.61
O 0.63 -1.83 1.42
F -1.63 -2.07 0.56
Mg -0.42 1.51 -1.20
O -0.84 3.34 -0.34
H -0.14 3.89 0.03
*
```

Summary:
orbital gap (spin up / spin down)	2.7317 / 5.1996	eV
LUMO energy (spin up / spin down)	-0.07829 / -0.07844	Ha
<S²>	20.0087


Sequential electronic energy output: -701.40156, -2087.58004 Ha
Sequential energy relative to the best compared isomer or geometry (same formula, charge and spin) output: 114.9, 104.7 kcal/mol